{"formula": "C3H5NO2", "method": "ωB97M-V/def2-TZVPD", "smiles": "CC#[N+][O-].C=O", "de_lowest_kcal_mol": 108.2, "total_energy_ev": -8773.001, "orbital_gap_ev": 9.84, "homo_energy_ev": -9.272, "elements": ["H", "O", "H", "C", "C", "O", "H", "H", "C", "H", "N"], "positions_angstrom": [[-0.37742, -1.83976, -1.45871], [-1.49437, 0.14044, 1.03186], [-1.46567, 1.54627, 2.47901], [-0.98209, 0.80552, 1.89244], [0.54863, -1.46314, -0.94991], [0.73863, 2.27747, -1.31439], [0.47201, -1.45275, 0.09701], [0.12444, 0.91979, 1.92294], [0.47068, -0.03050, -1.26573], [1.40779, -2.01431, -1.22516], [0.55737, 1.11098, -1.20934]], "atomic_forces_ev_per_a": [[0.90, -0.49, 0.88], [-0.33, -0.25, 0.68], [-1.26, 0.45, 1.04], [1.62, 0.33, -2.00], [-2.53, 1.05, -1.30], [-0.11, 2.38, 0.19], [-0.49, -0.69, 1.50], [-0.04, -0.54, 0.32], [0.85, -0.80, 0.02], [0.98, -0.09, -0.73], [0.42, -1.35, -0.59]], "nbo_charge": [0.25, -0.50, 0.12, 0.29, -0.68, -0.45, 0.25, 0.10, 0.20, 0.24, 0.19]}